34
Properties=species:S:1:pos:R:3:mulliken_charge:R:1 method="wB97M-V/def2-TZVPD" lumo_ha=0.02437 relative_energy_ev=0.000 charge=0 smiles=Cc1nc(SCc2ccccc2)nc2c1CCC2 energy_ev=-29619.602
H -3.626 -1.660 -2.498 0.2339
C 4.149 -0.877 0.250 -0.2793
C 3.334 1.688 -0.650 -0.7498
N -0.359 -0.401 0.674 -0.0740
N -1.075 -2.003 -0.387 -0.4887
C 2.123 -1.238 1.667 -1.5328
H -3.036 -3.301 -1.718 0.2897
C -0.258 -1.497 0.324 0.1211
C -1.812 1.903 0.985 -1.8129
C 4.896 -0.210 -0.859 -0.5983
H -4.282 -2.226 -0.871 0.3726
C 4.407 1.141 -1.034 -0.2828
C -3.695 0.837 -0.465 -0.9524
C -3.333 -2.181 -1.369 -1.2911
H 1.645 1.432 0.329 0.3962
C 3.096 -0.290 0.564 0.5933
H 1.510 -0.592 2.219 0.4217
H -4.699 0.380 -0.264 0.3501
C 2.513 0.907 0.370 -0.1116
S 1.146 -2.573 0.750 -0.1389
C -2.209 -1.462 -0.650 0.5524
H -1.566 2.008 1.852 0.8938
C -3.407 2.104 0.717 -0.7538
H -3.754 2.992 0.259 0.3912
C -1.561 0.324 0.598 0.2261
H 2.786 -1.674 2.204 0.8644
H 5.132 1.422 -1.896 0.1834
H 5.902 -0.462 -1.177 0.3552
H 3.094 2.572 -1.045 0.5271
H -3.636 1.179 -1.367 0.5701
C -2.635 -0.281 -0.022 0.5119
H 4.420 -1.940 0.567 0.2712
H -1.350 2.473 0.431 0.6086
H -3.858 1.506 1.513 0.3325

44
Properties=species:S:1:pos:R:3:mulliken_spin:R:1 method="wB97M-V/def2-TZVPD" lumo_ha="0.16461 / 0.16461" relative_energy_ev=1.326 charge=-2 s_squared=0.755 multiplicity=2 energy_ev=-113383.669
H -3.514 2.528 4.271 0.0000
C 3.880 -0.612 1.073 0.0128
C -0.850 -0.945 -2.141 -0.0045
H -3.350 3.048 2.592 0.0001
C -1.966 -0.771 1.520 0.0009
C -0.084 -1.413 -4.510 0.0065
Ru 1.563 -0.254 -0.567 0.8734
O -0.350 -0.833 -0.983 0.0040
O -0.242 -3.067 0.947 0.0059
C -1.552 0.822 3.757 0.0003
H 2.060 -0.101 -3.090 0.0010
C -2.662 1.051 2.951 0.0015
C 0.717 1.222 0.370 -0.0244
C -0.853 -0.965 2.323 -0.0019
C -0.648 -0.180 3.448 0.0016
H 0.690 1.276 -4.275 0.0003
H 0.045 1.506 -2.642 0.0001
O 1.483 -0.804 -2.765 0.0743
C -2.862 0.235 1.844 -0.0010
H -1.122 -1.335 -4.826 -0.0002
C 0.144 -0.569 -3.268 -0.0128
N 1.565 -1.353 1.150 0.0320
O -2.004 -1.260 -2.414 -0.0014
O 0.887 -2.704 3.121 0.0007
O 3.541 -0.244 -0.125 -0.0002
C 2.703 -0.942 1.978 -0.0168
S 0.379 -2.162 1.874 0.0031
H -4.633 1.923 3.040 0.0000
C 2.394 2.012 -2.802 -0.0086
N 2.147 1.232 -1.981 0.0203
H 2.983 -1.713 2.690 -0.0010
C -3.594 2.197 3.234 0.0000
H -1.049 1.072 -3.966 -0.0002
H 2.475 -0.020 2.534 0.0041
N 0.211 2.100 0.930 0.0321
H 0.221 -0.355 4.069 0.0005
C -0.052 0.917 -3.554 -0.0006
H 0.135 -2.459 -4.294 -0.0006
H -1.381 1.453 4.623 -0.0001
H 0.574 -1.072 -5.315 0.0009
H -3.716 0.407 1.197 -0.0001
Se 2.752 3.187 -4.120 0.0001
O 5.032 -0.687 1.476 -0.0008
H -2.096 -1.370 0.628 -0.0013

41
Properties=species:S:1:pos:R:3:mulliken_charge:R:1 method="wB97M-V/def2-TZVPD" lumo_ha=0.01660 charge=0 smiles="Cc1cc(C)n2nc(SCC(=O)NC(=O)NCc3ccco3)nc2n1" energy_ev=-41734.170
C 2.737 -2.974 -0.160 -0.8713
O 3.418 2.193 0.492 -0.6844
H -1.805 -1.506 -2.977 0.3422
O 1.814 -0.976 -0.462 0.1146
C 1.774 3.592 -0.540 -0.7123
H 1.598 -1.684 2.435 0.2790
H 3.212 0.626 1.505 0.3944
H 2.517 -3.566 -2.300 0.4522
N -0.454 0.616 -1.841 -1.1497
C -1.752 1.401 -0.208 0.2282
H 2.584 4.247 -0.855 0.4162
H 3.204 -3.817 0.306 0.4993
C -1.882 -1.892 -1.961 -1.3491
H -5.521 0.022 1.268 0.3463
C -4.576 0.294 1.735 -1.2371
C -3.257 -0.807 -0.107 -1.1660
H 3.378 -1.667 2.331 0.3883
O 0.136 0.228 1.935 -0.5997
H 1.417 -1.063 -2.479 0.6015
N -1.509 0.335 -1.073 0.8120
C 2.376 -2.841 -1.525 -0.5322
C 2.372 -1.807 0.444 0.4249
C -3.478 0.310 0.727 0.9932
C 2.457 -1.318 1.861 -0.7931
C -2.243 -0.791 -1.032 1.5344
S 1.315 2.630 -2.038 -0.1872
N -2.737 1.393 0.665 -0.6047
H -2.617 -2.690 -1.921 0.4067
C 1.218 0.729 1.723 0.3099
N 1.280 2.066 1.265 -0.1452
N 2.413 0.128 1.895 -0.2772
H 0.902 4.151 -0.209 0.3748
C 1.823 -1.606 -1.649 -0.6103
N -0.846 2.338 -0.439 -0.6223
H -3.880 -1.681 -0.011 0.4002
H 0.345 2.458 1.141 0.4417
C 2.265 2.570 0.462 0.6510
C -0.084 1.812 -1.414 0.2904
H -0.902 -2.286 -1.692 0.1739
H -4.660 1.273 2.196 0.3634
H -4.354 -0.443 2.505 0.3033

43
Properties=species:S:1:pos:R:3:mulliken_charge:R:1 method="wB97M-V/def2-TZVPD" lumo_ha=0.16700 relative_energy_ev=0.279 charge=-2 energy_ev=-203529.273
H 3.436 2.486 -0.667 0.2818
H -6.308 1.019 4.510 0.3484
C -3.086 -0.713 3.277 0.0184
O 0.185 -1.980 0.801 -0.5437
O 1.204 3.580 -0.497 -0.6827
C -0.734 5.077 3.044 -0.6881
H -0.350 5.973 2.571 0.3609
C -5.116 -0.770 4.569 -0.3012
Se 0.598 0.179 3.256 -0.6586
C 1.322 2.379 -0.347 0.5516
C -1.215 4.042 2.257 -0.5304
O -1.896 -3.256 0.454 -0.6467
H -5.801 -1.298 5.224 0.3359
C -0.740 4.965 4.429 -0.3160
H 2.271 -1.021 1.304 0.3212
Se -3.459 2.387 0.191 -0.6291
P -2.221 1.482 1.758 0.5333
H 4.096 0.380 0.331 0.3286
H -0.369 5.777 5.046 0.3411
H 2.997 1.167 1.476 0.2792
H -1.222 4.126 1.177 0.1935
H 2.619 1.202 -1.559 0.2560
C -5.401 0.532 4.168 -0.6593
C 3.058 0.704 0.489 -0.5176
H 2.173 -0.988 -0.342 0.2260
N 2.130 -0.421 0.499 -0.4699
C -3.367 0.590 2.878 0.1209
C -1.694 2.872 2.843 0.7180
Ti -0.073 0.007 1.044 0.8664
H -2.182 -1.200 2.936 0.2600
C -1.217 3.803 5.019 -0.6466
C -1.679 2.758 4.232 -0.3220
H -2.021 1.844 4.700 0.3529
S -1.023 -2.259 -0.113 1.1848
C 2.677 1.709 -0.589 -0.6215
H -1.216 3.700 6.099 0.3415
H -3.740 -2.411 4.407 0.3782
H -4.766 2.201 2.964 0.3176
O -1.603 -0.843 0.006 -0.4843
O 0.362 1.568 -0.027 -0.4845
O -0.571 -2.539 -1.458 -0.6574
C -4.538 1.203 3.320 -0.2095
C -3.964 -1.392 4.116 -0.8474

73
Properties=species:S:1:pos:R:3:mulliken_charge:R:1 method="wB97M-V/def2-TZVPD" lumo_ha=-0.00113 relative_energy_ev=1.314 charge=0 smiles="CCOCCOCN(B(O)CC)S(=O)(=O)F.ClC(Cl)(Cl)Cl.ClC(Cl)(Cl)Cl.ClC(Cl)(Cl)Cl.ClC(Cl)(Cl)Cl.ClC(Cl)(Cl)Cl.ClC(Cl)(Cl)Cl.ClC(Cl)(Cl)Cl.ClC(Cl)(Cl)Cl" energy_ev=-442502.006
H -3.820 -1.762 4.236 0.3465
Cl 2.023 -1.706 -6.381 -0.0471
Cl -2.015 3.564 -5.486 -0.1082
Cl 0.054 4.966 -6.934 -0.0751
C 0.918 -3.955 0.359 0.2535
Cl -7.367 -5.305 2.471 -0.0365
C -0.505 4.469 -5.328 0.2249
H 3.162 -3.524 3.938 0.2402
Cl -4.646 -2.362 -0.384 -0.0485
Cl 0.716 3.438 -4.568 -0.0012
Cl 0.318 -3.541 -1.253 -0.0456
Cl 4.414 5.843 -3.152 -0.0169
C 2.386 0.417 4.078 -0.3474
H 4.709 -1.695 4.287 0.4233
F -1.387 4.051 3.272 -0.2336
Cl 2.747 0.998 -11.619 -0.1059
Cl 1.957 -1.844 -3.484 -0.0765
H -4.179 0.487 3.393 0.3076
H -4.800 -1.897 2.723 0.2114
Cl -6.806 -1.992 -2.265 -0.1069
C 1.094 -1.302 -4.932 0.2397
C 6.918 3.624 -1.360 0.2910
C -3.478 -0.144 2.850 -0.3618
Cl 3.174 -0.852 -9.444 -0.0947
C -7.551 -7.056 2.607 0.3461
Cl -6.882 -4.184 -0.382 -0.0473
Cl 1.822 1.651 -8.962 -0.0345
Cl 5.778 2.436 -2.002 -0.0457
H 3.087 1.143 4.489 0.2381
C 3.929 6.541 -4.692 0.2285
Cl 0.487 -5.637 0.711 -0.1145
Cl -0.470 -2.132 -4.975 -0.1183
Cl -6.084 -7.751 3.308 -0.0985
Cl 2.308 6.010 -5.161 0.0342
Cl 2.674 -3.774 0.405 -0.1177
Cl 0.512 -0.429 -10.476 -0.0964
C -6.391 -2.503 -0.623 0.2939
Cl 7.472 4.673 -2.658 -0.0648
H 1.810 -0.084 4.864 0.3372
Cl 0.833 0.450 -4.929 0.0119
H 1.786 -2.551 4.378 0.0377
Cl 0.149 -2.911 1.567 -0.0264
H -0.707 -1.164 3.937 0.1759
C -3.842 -1.621 3.154 -1.0755
Cl -0.789 5.901 -4.330 -0.0483
O -1.241 2.425 1.434 -0.5347
B -1.973 0.164 3.257 -0.1415
C -0.301 1.611 4.443 -0.8839
Cl 6.113 4.619 -0.138 -0.0883
O -1.069 -0.874 3.104 0.2165
O -3.300 2.856 2.450 -0.6408
O 0.719 2.150 3.671 -0.3365
H 3.653 -0.961 5.453 0.3177
H -0.018 0.666 4.898 0.3900
C 1.488 1.132 3.052 -0.2114
Cl -7.230 -1.473 0.546 -0.1087
H 2.165 1.629 2.356 0.4390
N -1.628 1.509 3.794 0.2409
Cl 8.298 2.790 -0.635 -0.1121
H -0.438 2.296 5.283 0.2701
C 2.064 0.343 -10.127 0.3222
O 3.167 -0.596 3.458 -0.3696
Cl -7.818 -7.743 0.999 -0.1077
C 3.666 -1.449 4.474 -0.4339
H 2.901 -3.149 5.610 0.3222
Cl 5.084 6.033 -5.936 -0.1193
C 2.838 -2.729 4.604 -0.6708
H -3.104 -2.306 2.736 0.2338
Cl -8.934 -7.429 3.645 -0.1019
H -3.573 0.067 1.779 0.3196
H 0.916 0.441 2.433 0.1007
Cl 3.943 8.307 -4.557 -0.1070
S -1.908 2.688 2.664 1.1477

43
Properties=species:S:1:pos:R:3:mulliken_spin:R:1 method="wB97M-V/def2-TZVPD" lumo_ha="-0.14318 / -0.21485" relative_energy_ev=0.154 charge=+1 s_squared=6.012 multiplicity=5 energy_ev=-111848.798
O -2.015 -1.517 3.347 0.0443
H 0.594 -2.361 2.629 -0.0041
H 1.817 0.037 -1.781 0.0125
C 1.600 -2.129 2.279 0.0141
H -3.177 3.331 3.281 -0.0004
H -0.192 -2.879 -5.173 -0.0018
N 0.244 -1.165 -2.307 0.0629
O -1.808 -1.796 1.129 0.1453
C -2.117 2.184 -1.141 0.0335
C -2.359 1.983 0.310 -0.0297
H 3.404 1.272 0.923 0.0001
H 3.018 -0.284 -3.954 -0.0004
H 0.618 1.580 2.904 0.0013
C -2.378 0.346 1.938 0.0139
N -2.205 0.712 0.680 0.0823
C -2.704 2.966 1.217 0.0036
H 1.869 -2.811 1.469 -0.0003
C 1.418 -0.584 -2.573 -0.0111
Br -1.976 -2.655 -2.698 0.0707
O -1.724 1.273 -1.852 0.0751
H 1.697 0.626 3.949 -0.0013
C 0.270 -2.227 -4.448 -0.0044
Si 1.631 -0.324 1.630 0.0217
C -2.903 2.589 2.543 0.0031
H -2.814 3.989 0.887 0.0010
H 2.903 -1.411 -6.005 -0.0001
H 3.854 -0.377 0.490 0.0003
O 2.055 -1.861 -5.908 0.0026
C -2.735 1.265 2.915 0.0114
H 2.309 -2.232 3.098 0.0006
Ir -1.088 -0.762 -0.578 3.0877
C 3.396 0.236 1.269 0.0086
C 1.498 -1.613 -4.727 0.0066
H -2.869 0.931 3.934 0.0010
C -0.300 -1.954 -3.235 0.0096
C 2.074 -0.776 -3.766 -0.0061
O 0.729 -0.090 0.328 0.3410
H -2.234 3.458 -2.537 -0.0006
H 0.072 0.017 3.570 -0.0003
C 0.928 0.568 3.180 0.0224
C -2.049 -1.123 2.208 -0.0245
O -2.377 3.392 -1.581 0.0067
H 4.027 0.174 2.156 0.0010

39
Properties=species:S:1:pos:R:3:mulliken_charge:R:1 method="wB97M-V/def2-TZVPD" lumo_ha=0.08282 charge=-1 energy_ev=-49565.654
C -1.579 3.032 2.269 -0.5485
H 0.503 -1.484 1.033 0.2568
Na -0.679 1.295 0.703 0.6952
C -0.858 3.697 1.259 -0.6793
H -1.741 -1.960 0.416 0.4103
H -1.268 -0.967 -4.256 0.3783
N 2.352 -1.604 0.278 0.1909
H -2.631 3.159 2.487 0.4216
H 2.430 -4.982 0.500 0.3445
C 0.497 3.331 1.379 -0.6436
C -2.706 0.915 -1.210 -0.2826
H 0.581 -1.350 -0.612 0.1568
H -1.223 -2.033 -2.046 0.4465
C 2.777 -2.913 0.381 0.8360
H 1.242 -4.000 1.379 0.2781
Cl -2.222 1.573 -5.143 -0.3007
C -2.189 0.830 -3.553 0.2100
C 1.848 -4.064 0.474 -1.0716
N 1.053 -1.137 0.260 -0.4374
H -3.200 2.460 -2.607 0.3889
N 4.063 -2.984 0.402 -0.8171
C -1.648 -0.439 -3.390 -0.6518
H 1.539 2.046 2.857 0.4305
S 3.559 0.849 0.068 -0.4162
C -2.102 -0.363 -0.968 0.7999
H -0.898 1.701 3.915 0.3795
C 0.613 2.445 2.466 -0.5181
H -3.189 1.425 -0.382 0.4390
H 1.174 -4.088 -0.383 0.2493
C -1.616 -1.023 -2.143 -0.5977
H -2.547 -0.473 1.130 0.2701
H 1.321 3.728 0.804 0.3886
C -0.669 2.259 3.017 -0.5505
C 3.460 -0.782 0.215 0.0886
C -2.734 1.494 -2.460 -0.5944
C -1.971 -0.902 0.313 -1.7073
H 5.443 -1.444 0.283 0.1767
N 4.470 -1.681 0.293 0.1812
H -1.257 4.433 0.574 0.3994

38
Properties=species:S:1:pos:R:3:mulliken_charge:R:1 method="wB97M-V/def2-TZVPD" lumo_ha=0.00810 relative_energy_ev=0.000 charge=0 smiles=CN(C)CCCNc1oc(-c2ccc(Cl)cc2)nc1C#N energy_ev=-36360.657
H -3.340 -2.584 1.184 0.3600
C -2.662 -0.666 0.468 0.0214
N -1.579 -2.970 0.223 0.0940
H -1.387 -3.129 2.286 0.3035
H -3.497 -0.290 1.063 0.3698
C 2.277 1.482 -0.093 0.0903
C -1.210 1.970 -0.369 0.3997
C -0.795 -2.749 -0.970 -0.7249
H -1.444 -2.790 -1.843 0.3543
N -2.341 5.206 0.491 -0.5154
C 0.934 2.004 -0.110 0.4941
C 4.868 0.513 -0.037 0.3878
N 0.561 3.203 0.198 -0.6355
C -0.799 3.231 0.048 0.2551
C -2.646 0.075 -0.873 -0.7752
C -2.798 -2.198 0.317 -1.1194
H -3.599 -0.059 -1.390 0.3662
H -3.397 -2.419 -0.572 0.4263
H -1.743 -0.441 1.013 0.1831
C 2.537 0.150 -0.417 -0.1541
H -0.057 -3.548 -1.051 0.3454
C -0.761 -2.946 1.414 -0.9426
H 1.723 -0.504 -0.691 0.4044
H -1.848 -0.305 -1.512 0.2683
H -0.023 -3.744 1.344 0.3298
C 3.828 -0.335 -0.389 -0.7305
C 3.335 2.323 0.260 -0.4609
H -3.207 2.060 -0.404 0.3290
N -2.428 1.500 -0.717 -0.1963
H -0.220 -1.998 1.561 0.2794
H -0.255 -1.789 -0.967 0.0325
H 5.447 2.486 0.558 0.4273
Cl 6.484 -0.093 -0.002 -0.2124
H 3.119 3.350 0.507 0.4958
O -0.120 1.191 -0.469 -0.2790
C 4.626 1.841 0.287 -0.6773
H 4.032 -1.365 -0.638 0.4277
C -1.619 4.336 0.293 -0.0218